DFT (ωB97M-V/def2-TZVPD) results for 17 unconnected molecules or ions with the total composition C73H97N17O6 in a non-equilibrium geometry.

The geometry in XYZ format:
```
193
Properties=species:S:1:pos:R:3:forces:R:3
C -2.685 -1.212 3.853 0.34 -0.89 -1.77
C -1.568 -2.266 3.898 1.15 3.49 2.30
O -0.524 -2.037 4.547 -0.82 -0.61 -0.48
N -1.765 -3.336 3.194 -2.02 -0.96 -2.01
C -0.770 -4.316 3.004 2.12 0.31 0.12
H -2.312 -0.251 3.433 -0.29 -0.81 -0.11
H -3.087 -0.960 4.794 -0.22 -0.01 1.42
H -3.494 -1.694 3.267 0.15 0.96 0.05
H -2.539 -3.329 2.510 0.33 0.00 0.78
H -0.967 -4.853 2.074 0.26 -0.09 0.24
H -0.720 -4.954 3.873 -0.07 -0.68 0.08
H 0.232 -3.787 3.010 -0.89 -0.67 -0.45
C -0.990 5.703 -0.852 -0.10 0.39 -2.06
C -1.791 6.680 -0.064 0.82 0.64 0.98
O -2.962 6.651 0.241 -1.39 -0.82 -0.26
N -0.999 7.650 0.395 2.37 0.83 -0.88
C -1.372 8.600 1.401 1.89 1.16 -0.17
H 0.008 5.567 -0.469 0.42 0.35 0.02
H -0.977 6.067 -1.919 0.32 -0.32 0.95
H -1.407 4.740 -0.895 -0.96 -1.22 0.09
H 0.005 7.630 0.068 -1.49 0.21 0.68
H -2.092 8.162 2.010 -1.57 -0.63 1.02
H -1.754 9.577 1.017 0.39 -0.69 0.22
H -0.466 8.742 2.064 -0.90 0.27 -0.78
C -2.227 1.522 7.596 -2.10 0.10 -1.62
C -3.558 1.826 6.844 0.21 1.70 -0.37
O -3.690 2.787 6.060 0.61 -1.28 1.03
N -4.606 1.020 7.114 0.12 0.53 0.05
C -5.913 1.239 6.507 0.41 -1.01 0.26
H -2.417 1.317 8.621 0.01 -0.48 0.80
H -1.601 2.358 7.489 0.72 1.21 -0.03
H -1.775 0.729 7.041 0.46 -0.92 0.06
H -4.454 0.263 7.733 -0.02 -0.60 0.46
H -5.800 2.155 5.949 -0.43 0.20 -0.16
H -6.729 1.254 7.240 0.36 0.30 -0.06
H -6.086 0.382 5.858 -0.33 0.20 -0.37
C 2.508 -1.163 5.387 0.54 1.41 -0.43
C 2.868 -1.141 3.906 -0.98 2.12 -1.62
O 2.775 -0.123 3.158 0.28 -1.42 1.74
N 3.262 -2.303 3.381 0.37 -0.35 -0.05
C 3.296 -3.516 4.129 -0.97 -0.64 1.57
H 3.055 -1.969 5.838 -0.52 -0.41 0.59
H 1.431 -1.090 5.585 0.26 -0.71 -0.32
H 2.918 -0.258 5.844 0.08 0.13 -0.26
H 3.628 -2.380 2.434 -0.34 0.58 -0.10
H 3.905 -3.412 5.048 0.08 -0.34 -0.60
H 3.709 -4.274 3.485 0.02 -0.47 0.00
H 2.268 -3.812 4.523 1.11 0.18 -0.77
C 3.510 7.236 -1.840 0.35 0.46 0.06
C 2.821 6.980 -0.509 -0.69 -0.56 0.04
O 1.763 7.545 -0.252 0.13 0.69 -0.07
N 3.289 6.039 0.336 0.80 -0.64 -0.77
C 4.119 4.973 -0.222 0.81 -0.81 0.51
H 3.202 8.258 -2.116 -0.08 -0.65 -0.28
H 3.181 6.453 -2.556 0.05 0.63 0.29
H 4.616 7.235 -1.829 -0.53 -0.17 0.25
H 2.670 5.789 1.107 0.06 0.04 -0.17
H 4.774 5.311 -1.020 0.04 0.42 0.22
H 3.578 4.165 -0.710 -0.54 0.06 0.19
H 4.769 4.496 0.532 -0.36 0.41 -0.07
C -0.158 -1.610 -4.876 1.79 0.45 -0.51
C -1.548 -1.096 -5.021 -0.56 0.99 2.48
O -2.270 -1.538 -5.863 -1.15 -0.84 -1.77
N -2.080 -0.180 -4.082 0.93 -1.60 -1.86
C -3.511 -0.020 -4.087 -0.35 -0.21 0.87
H 0.565 -0.783 -4.805 -0.13 0.01 -0.40
H 0.151 -2.301 -5.695 -0.55 0.81 0.36
H 0.099 -2.140 -3.980 -0.63 -0.43 0.85
H -1.511 0.167 -3.345 0.52 0.34 0.79
H -3.843 0.768 -4.767 -0.17 -0.38 -0.14
H -3.881 0.220 -3.080 0.37 0.26 -0.10
H -3.958 -1.008 -4.274 -0.13 0.56 -0.57
N -0.221 -7.460 0.253 -4.22 -0.75 -0.27
C -1.070 -6.657 -0.396 1.95 1.02 -0.97
C -0.614 -5.484 -1.045 -1.51 -0.43 0.74
C 0.703 -5.098 -0.842 0.12 -0.83 -0.49
C 1.545 -5.968 -0.115 0.75 2.15 -0.66
C 0.993 -7.097 0.383 2.14 -0.66 0.59
H -2.068 -6.958 -0.586 -0.85 -0.51 0.24
H -1.386 -4.958 -1.665 1.27 -0.25 0.68
H 1.032 -4.259 -1.428 0.52 0.50 0.33
H 2.621 -5.804 0.084 -0.78 0.23 -0.40
H 1.603 -7.835 0.857 0.68 -0.24 0.51
N 7.133 1.106 -0.764 -0.79 -0.34 -0.63
C 5.897 1.479 -1.203 2.46 0.33 -1.14
C 4.778 1.489 -0.426 -0.22 -0.32 0.61
C 4.862 1.091 0.926 -0.11 -0.22 0.30
C 6.096 0.637 1.342 -0.11 0.11 1.28
C 7.167 0.627 0.451 0.45 0.01 1.66
H 5.995 1.838 -2.262 -0.93 -0.27 1.08
H 3.898 1.806 -0.924 -1.01 0.27 0.04
H 4.067 1.065 1.707 0.26 0.25 -1.16
H 6.275 0.400 2.432 -0.27 -0.01 -1.44
H 8.100 0.282 0.904 0.20 0.10 -0.66
N 0.945 4.614 2.653 -0.13 -0.24 0.16
C 0.802 3.518 3.400 -0.69 0.54 0.23
C -0.393 3.178 4.021 0.05 0.83 -0.11
C -1.447 4.099 3.998 0.67 -0.88 -0.16
C -1.324 5.254 3.214 -0.47 -1.71 1.09
C -0.137 5.390 2.553 0.87 2.18 -1.26
H 1.663 2.945 3.639 0.83 -0.62 -0.37
H -0.435 2.246 4.565 -0.19 0.01 0.19
H -2.272 3.810 4.620 -0.71 0.41 -0.05
H -2.148 5.940 3.135 0.05 0.32 -0.14
H -0.014 6.312 1.932 0.07 -1.03 0.48
N 3.321 3.659 -3.198 0.66 0.85 -0.75
C 3.994 4.092 -4.282 -1.07 -1.29 -0.44
C 3.734 3.698 -5.601 -0.42 -0.88 2.14
C 2.688 2.773 -5.715 0.30 0.46 -2.24
C 1.922 2.389 -4.639 -0.85 0.23 0.06
C 2.278 2.881 -3.376 -0.84 -0.56 1.15
H 4.765 4.743 -4.036 1.48 1.22 0.14
H 4.373 3.987 -6.408 0.01 0.24 -0.36
H 2.439 2.445 -6.760 0.06 0.09 1.24
H 0.985 1.868 -4.876 0.50 -0.13 0.65
H 1.758 2.704 -2.385 0.11 -0.34 -1.57
N -3.747 -2.936 0.929 -0.53 -1.46 1.34
C -2.921 -2.119 0.373 0.38 2.08 -0.32
C -2.758 -1.991 -1.003 0.82 1.16 1.74
C -3.412 -2.816 -1.828 -1.73 -1.90 -0.36
C -4.263 -3.792 -1.247 0.44 -0.45 0.33
C -4.368 -3.810 0.166 -1.68 -1.39 -1.27
H -2.531 -1.392 1.083 0.59 0.09 -0.38
H -2.166 -1.167 -1.308 0.65 0.47 -0.67
H -3.330 -2.712 -2.896 0.00 -0.09 -0.27
H -4.740 -4.568 -1.888 0.19 0.81 0.71
H -5.066 -4.513 0.723 0.96 0.76 -1.03
N 4.804 -2.881 0.665 -0.90 -0.18 0.04
C 6.004 -2.994 1.213 -0.09 0.30 -1.19
C 7.072 -3.382 0.448 0.56 -0.21 0.53
C 6.961 -3.740 -0.874 -0.47 0.28 -1.20
C 5.721 -3.731 -1.450 -2.73 0.94 1.45
C 4.640 -3.253 -0.591 1.58 -1.27 -0.93
H 6.041 -2.665 2.221 0.52 0.03 0.84
H 8.030 -3.456 0.866 1.21 0.11 0.78
H 7.801 -3.921 -1.524 0.41 -0.35 0.35
H 5.474 -4.048 -2.461 0.28 0.17 0.19
H 3.616 -3.291 -0.892 -0.44 0.21 -0.63
N -8.386 -0.940 -1.639 0.43 0.62 -1.11
C -8.382 -1.584 -0.494 0.75 0.36 0.29
C -7.327 -1.503 0.381 1.09 -0.23 1.50
C -6.275 -0.588 0.154 -0.91 -0.45 0.05
C -6.319 0.176 -1.008 -0.95 -1.83 -0.14
C -7.335 -0.147 -1.924 -0.46 -0.08 1.58
H -9.229 -2.168 -0.221 -0.65 -0.50 -0.13
H -7.348 -2.180 1.273 0.20 0.90 -0.75
H -5.472 -0.465 0.870 0.00 -0.02 0.05
H -5.535 0.847 -1.244 0.51 0.72 -0.25
H -7.381 0.311 -2.871 0.07 0.54 -1.04
N -4.013 1.549 2.025 0.30 -1.04 -0.43
C -3.717 2.167 0.894 0.89 0.11 -1.17
C -3.792 3.540 0.735 -0.17 0.86 -0.58
C -4.271 4.306 1.807 -0.93 -0.15 0.04
C -4.747 3.646 2.925 0.40 -0.53 0.14
C -4.514 2.259 2.989 -0.87 0.23 2.78
H -3.293 1.511 0.105 -0.52 0.54 0.40
H -3.580 4.072 -0.220 0.11 -0.64 0.85
H -4.393 5.385 1.768 0.26 -0.17 -0.42
H -5.242 4.173 3.747 0.40 -0.24 -0.24
H -4.691 1.701 3.969 0.00 0.86 -1.46
N 2.346 -2.858 -3.123 0.24 0.25 0.18
C 3.051 -1.770 -3.441 -0.30 0.44 -0.57
C 4.057 -1.722 -4.408 1.33 0.13 -1.74
C 4.354 -2.926 -5.073 -0.48 -0.52 1.51
C 3.710 -4.091 -4.587 0.56 -0.91 -1.68
C 2.685 -4.035 -3.672 0.32 1.89 0.27
H 2.694 -0.834 -3.021 0.24 -0.07 0.28
H 4.640 -0.795 -4.785 -1.43 -1.38 1.17
H 5.100 -3.011 -5.867 -0.28 0.16 0.31
H 3.938 -5.082 -5.027 -0.03 0.76 0.20
H 2.077 -4.849 -3.347 -0.04 -0.77 -0.05
N -0.344 0.695 -1.688 0.37 -0.57 -0.09
C -0.665 1.623 -0.803 -0.13 -0.11 0.43
C -0.008 1.860 0.399 0.71 -1.12 -0.15
C 1.010 0.962 0.697 1.31 -1.29 -1.06
C 1.404 -0.062 -0.217 -1.92 1.10 -0.15
C 0.675 -0.133 -1.403 0.04 0.37 0.62
H -1.602 2.087 -0.992 -0.45 0.92 -0.36
H -0.316 2.619 1.094 -0.16 0.19 0.08
H 1.632 0.885 1.565 -0.29 0.75 0.95
H 2.109 -0.832 0.056 0.29 0.14 0.03
H 0.841 -0.911 -2.120 0.17 -0.38 -0.31
N -1.730 -6.157 -3.780 0.08 -0.15 -0.20
C -1.058 -7.254 -4.116 -1.15 -0.47 1.17
C -0.515 -7.448 -5.344 0.68 0.91 -0.37
C -0.582 -6.435 -6.277 -0.77 0.24 -1.12
C -1.302 -5.264 -5.981 0.22 -0.56 -0.21
C -1.841 -5.191 -4.692 0.77 -0.53 0.10
H -1.073 -8.066 -3.384 0.25 0.30 -0.02
H 0.057 -8.308 -5.531 0.47 -1.17 -0.36
H -0.200 -6.665 -7.290 -0.11 0.60 0.68
H -1.464 -4.498 -6.751 0.10 -0.19 0.63
H -2.307 -4.349 -4.248 -0.62 1.09 -0.47
```
Forces are in eV/Å.

Results
HOMO energy = -0.3269 Ha
Gap between HOMO and LUMO = 9.22 eV
Calculated total energy = -4222.123179 hartree
Largest force on an atom = 4.3 eV Å⁻¹